A cluster of 6 separate species, C20H56N4O6 in total at a distorted geometry. Source: OMol25; level of theory: ωB97M-V/def2-TZVPD.

Last columns: bonded neighbours and bond lengths (Å).
Element x y z (Å)
1 C 3.11 2.76 2.72  O2 1.417, H7 1.092, H8 1.095, H9 1.088
2 O 3.37 3.95 1.99  C1 1.417, C3 1.400
3 C 2.80 4.01 0.71  O2 1.400, C4 1.540, H10 1.100, H11 1.101
4 C 3.37 5.23 -0.03  C3 1.540, C5 1.535, N6 1.487, H12 1.093
5 C 3.02 5.23 -1.53  C4 1.535, H13 1.088, H14 1.087, H15 1.095
6 N 4.85 5.22 0.09  C4 1.487, H16 1.017, H17 1.016
7 H 3.38 1.98 2.01  C1 1.092
8 H 2.08 2.72 3.08  C1 1.095
9 H 3.69 2.73 3.64  C1 1.088
10 H 2.95 3.12 0.08  C3 1.100
11 H 1.71 4.10 0.86  C3 1.101
12 H 3.02 6.14 0.47  C4 1.093
13 H 3.34 4.32 -2.02  C5 1.088
14 H 3.44 6.12 -2.00  C5 1.087
15 H 1.93 5.35 -1.58  C5 1.095
16 H 4.99 5.13 1.09  N6 1.017
17 H 5.18 4.38 -0.37  N6 1.016
18 C -5.06 -0.06 1.53  O19 1.409, H24 1.097, H25 1.085, H26 1.098
19 O -4.92 1.32 1.26  C18 1.409, C20 1.422
20 C -3.63 1.87 1.01  O19 1.422, C21 1.509, H27 1.097, H28 1.094
21 C -3.56 3.27 1.58  C20 1.509, C22 1.539, N23 1.496, H29 1.089
22 C -4.78 4.14 1.20  C21 1.539, H30 1.088, H31 1.090, H32 1.095
23 N -2.35 3.87 0.94  C21 1.496, H33 1.012, H34 1.016
24 H -4.88 -0.59 0.59  C18 1.097
25 H -6.03 -0.19 1.99  C18 1.085
26 H -4.31 -0.47 2.22  C18 1.098
27 H -2.88 1.30 1.56  C20 1.097
28 H -3.47 1.74 -0.06  C20 1.094
29 H -3.42 3.31 2.65  C21 1.089
30 H -4.56 5.20 1.20  C22 1.088
31 H -5.63 3.88 1.84  C22 1.090
32 H -5.06 3.90 0.17  C22 1.095
33 H -2.22 4.83 1.24  N23 1.012
34 H -2.56 3.90 -0.05  N23 1.016
35 C 0.62 0.82 -4.44  O36 1.400, H41 1.101, H42 1.092, H43 1.094
36 O 1.19 -0.44 -4.21  C35 1.400, C37 1.418
37 C 0.19 -1.36 -3.83  O36 1.418, C38 1.531, H44 1.094, H45 1.098
38 C 0.80 -2.67 -3.31  C37 1.531, C39 1.529, N40 1.461, H46 1.099
39 C -0.23 -3.77 -3.07  C38 1.529, H47 1.086, H48 1.089, H49 1.093
40 N 1.54 -2.38 -2.08  C38 1.461, H50 1.015, H51 1.016
41 H -0.34 0.73 -4.97  C35 1.101
42 H 1.19 1.44 -5.13  C35 1.092
43 H 0.40 1.41 -3.55  C35 1.094
44 H -0.53 -1.04 -3.07  C37 1.094
45 H -0.31 -1.61 -4.77  C37 1.098
46 H 1.52 -3.00 -4.07  C38 1.099
47 H -1.07 -3.39 -2.50  C39 1.086
48 H 0.26 -4.64 -2.62  C39 1.089
49 H -0.53 -4.11 -4.06  C39 1.093
50 H 2.42 -1.91 -2.30  N40 1.015
51 H 1.80 -3.23 -1.59  N40 1.016
52 C -3.68 -4.27 -1.73  O53 1.404, H58 1.096, H59 1.090, H60 1.095
53 O -2.96 -4.50 -0.54  C52 1.404, C54 1.434
54 C -3.40 -3.66 0.54  O53 1.434, C55 1.541, H61 1.096, H62 1.095
55 C -2.57 -4.13 1.76  C54 1.541, C56 1.529, N57 1.454, H63 1.089
56 C -3.00 -3.26 2.94  C55 1.529, H64 1.092, H65 1.092, H66 1.092
57 N -1.14 -3.90 1.61  C55 1.454, H67 1.021, H68 1.018
58 H -4.76 -4.36 -1.59  C52 1.096
59 H -3.41 -5.04 -2.45  C52 1.090
60 H -3.45 -3.29 -2.15  C52 1.095
61 H -3.19 -2.63 0.23  C54 1.096
62 H -4.47 -3.81 0.67  C54 1.095
63 H -2.86 -5.17 1.86  C55 1.089
64 H -4.04 -3.50 3.17  C56 1.092
65 H -2.88 -2.19 2.78  C56 1.092
66 H -2.39 -3.43 3.82  C56 1.092
67 H -0.83 -4.09 0.65  N57 1.021
68 H -0.97 -2.90 1.56  N57 1.018
69 C 5.35 -1.32 1.73  C70 1.519, H72 1.094, H73 1.092, H74 1.086
70 C 6.26 -1.76 0.59  C69 1.519, O71 1.439, H75 1.095, H76 1.091
71 O 6.01 -3.12 0.23  C70 1.439, H77 0.960
72 H 4.36 -1.09 1.33  C69 1.094
73 H 5.71 -0.38 2.17  C69 1.092
74 H 5.24 -2.08 2.50  C69 1.086
75 H 7.30 -1.79 0.93  C70 1.095
76 H 6.27 -1.12 -0.29  C70 1.091
77 H 5.56 -3.14 -0.62  O71 0.960
78 C 0.72 -0.26 1.62  C79 1.528, H81 1.092, H82 1.094, H83 1.093
79 C -0.29 -0.36 0.47  C78 1.528, O80 1.399, H84 1.098, H85 1.094
80 O -0.27 -1.66 -0.05  C79 1.399, H86 0.988
81 H 1.75 -0.48 1.34  C78 1.092
82 H 0.44 -1.02 2.36  C78 1.094
83 H 0.72 0.69 2.16  C78 1.093
84 H -0.12 0.40 -0.30  C79 1.098
85 H -1.26 -0.11 0.90  C79 1.094
86 H 0.45 -1.79 -0.72  O80 0.988

Properties
Multiplicity: 1
SMILES: COC[C@H](C)N.COC[C@H](C)N.COC[C@H](C)N.COC[C@H](C)N.CCO.CCO
ΔE to the lowest compared entry with this formula, charge and spin: 139.6 kJ/mol
Gap between HOMO and LUMO: 9.2 eV

Mulliken atomic charge list, values in e, 2 entries: -0.5644, -0.3540



A cluster of 6 separate species, C20H56N4O8 in total at a distorted geometry. Source: OMol25; level of theory: ωB97M-V/def2-TZVPD.

Last columns: bonded neighbours and bond lengths (Å).
Element x y z (Å)
1 C 21.02 6.49 -13.90  O2 1.365, H7 1.090, H8 1.090, H9 1.090
2 O 21.31 6.78 -12.59  C1 1.365, C3 1.434
3 C 21.59 8.17 -12.42  O2 1.434, C4 1.567, H10 1.090, H11 1.090
4 C 21.85 8.54 -10.92  C3 1.567, C5 1.544, N6 1.397, H12 1.090
5 C 21.28 9.88 -10.40  C4 1.544, H13 1.090, H14 1.090, H15 1.090
6 N 23.22 8.66 -10.67  C4 1.397, H16 1.010, H17 1.010
7 H 20.10 7.06 -14.04  C1 1.090
8 H 20.73 5.46 -14.13  C1 1.090
9 H 21.78 6.84 -14.59  C1 1.090
10 H 22.50 8.22 -13.02  C3 1.090
11 H 20.77 8.72 -12.89  C3 1.090
12 H 21.42 7.63 -10.49  C4 1.090
13 H 21.53 9.92 -9.34  C5 1.090
14 H 20.21 9.84 -10.58  C5 1.090
15 H 21.60 10.75 -10.97  C5 1.090
16 H 23.61 8.22 -11.49  N6 1.010
17 H 23.42 9.63 -10.88  N6 1.010
18 C 17.20 20.22 -12.64  O19 1.394, H24 1.090, H25 1.090, H26 1.090
19 O 17.13 20.56 -13.99  C18 1.394, C20 1.378
20 C 16.51 21.75 -14.29  O19 1.378, C21 1.526, H27 1.090, H28 1.090
21 C 16.44 21.80 -15.81  C20 1.526, C22 1.537, N23 1.450, H29 1.090
22 C 16.11 23.25 -16.18  C21 1.537, H30 1.090, H31 1.090, H32 1.090
23 N 15.52 20.96 -16.55  C21 1.450, H33 1.010, H34 1.010
24 H 17.26 21.01 -11.89  C18 1.090
25 H 17.76 19.32 -12.38  C18 1.090
26 H 16.23 19.73 -12.58  C18 1.090
27 H 15.51 21.77 -13.86  C20 1.090
28 H 17.12 22.46 -13.74  C20 1.090
29 H 17.40 21.70 -16.33  C21 1.090
30 H 15.12 23.64 -15.93  C22 1.090
31 H 16.22 23.35 -17.26  C22 1.090
32 H 16.79 24.02 -15.81  C22 1.090
33 H 15.75 20.05 -16.20  N23 1.010
34 H 15.69 20.96 -17.55  N23 1.010
35 C 13.43 20.43 -2.42  O36 1.420, H41 1.090, H42 1.090, H43 1.090
36 O 13.30 20.83 -3.77  C35 1.420, C37 1.460
37 C 14.00 19.95 -4.70  O36 1.460, C38 1.517, H44 1.090, H45 1.090
38 C 13.65 20.40 -6.11  C37 1.517, C39 1.469, N40 1.440, H46 1.090
39 C 14.12 19.51 -7.19  C38 1.469, H47 1.090, H48 1.090, H49 1.090
40 N 14.26 21.66 -6.46  C38 1.440, H50 1.010, H51 1.010
41 H 13.65 21.33 -1.85  C35 1.090
42 H 14.23 19.72 -2.21  C35 1.090
43 H 12.51 19.97 -2.03  C35 1.090
44 H 15.07 20.02 -4.51  C37 1.090
45 H 13.89 18.89 -4.47  C37 1.090
46 H 12.56 20.36 -6.13  C38 1.090
47 H 13.81 18.48 -7.02  C39 1.090
48 H 15.20 19.59 -7.22  C39 1.090
49 H 13.62 19.63 -8.15  C39 1.090
50 H 14.57 22.07 -5.60  N40 1.010
51 H 13.62 22.34 -6.84  N40 1.010
52 C 16.05 3.42 -14.59  O53 1.514, H58 1.090, H59 1.090, H60 1.090
53 O 15.70 4.35 -13.45  C52 1.514, C54 1.416
54 C 15.69 3.69 -12.20  O53 1.416, C55 1.521, H61 1.090, H62 1.090
55 C 16.60 4.41 -11.22  C54 1.521, C56 1.532, N57 1.377, H63 1.090
56 C 16.41 5.91 -10.99  C55 1.532, H64 1.090, H65 1.090, H66 1.090
57 N 17.93 4.05 -11.21  C55 1.377, H67 1.010, H68 1.010
58 H 17.09 3.10 -14.56  C52 1.090
59 H 15.97 3.98 -15.52  C52 1.090
60 H 15.54 2.46 -14.64  C52 1.090
61 H 14.66 3.92 -11.89  C54 1.090
62 H 15.85 2.61 -12.24  C54 1.090
63 H 16.22 4.00 -10.28  C55 1.090
64 H 15.42 6.19 -10.64  C56 1.090
65 H 16.30 6.49 -11.91  C56 1.090
66 H 17.17 6.34 -10.34  C56 1.090
67 H 18.25 3.68 -12.10  N57 1.010
68 H 18.47 4.90 -11.31  N57 1.010
69 O 15.64 14.56 -8.26  C70 1.403, H73 0.960
70 C 15.84 13.29 -8.81  O69 1.403, C71 1.581, H74 1.090, H75 1.090
71 C 16.09 12.11 -7.79  C70 1.581, O72 1.374, H76 1.090, H77 1.090
72 O 15.04 12.23 -6.92  C71 1.374, H78 0.960
73 H 15.34 15.21 -8.91  O69 0.960
74 H 14.87 13.07 -9.26  C70 1.090
75 H 16.71 13.25 -9.46  C70 1.090
76 H 16.98 12.03 -7.16  C71 1.090
77 H 15.88 11.22 -8.38  C71 1.090
78 H 15.16 13.13 -6.62  O72 0.960
79 O 19.85 11.06 -16.19  C80 1.420, H83 0.960
80 C 20.23 12.38 -15.81  O79 1.420, C81 1.492, H84 1.090, H85 1.090
81 C 19.16 12.99 -14.96  C80 1.492, O82 1.365, H86 1.090, H87 1.090
82 O 18.72 12.13 -14.00  C81 1.365, H88 0.960
83 H 20.29 11.03 -17.04  O79 0.960
84 H 20.94 12.35 -14.98  C80 1.090
85 H 20.61 12.92 -16.67  C80 1.090
86 H 18.37 13.34 -15.63  C81 1.090
87 H 19.53 13.85 -14.41  C81 1.090
88 H 18.45 11.35 -14.49  O82 0.960

Properties
Multiplicity: 1
SMILES: COC[C@H](C)N.COC[C@H](C)N.COC[C@H](C)N.COC[C@H](C)N.OCCO.OCCO
ΔE to the lowest compared entry with this formula, charge and spin: 1013.1 kJ/mol
Gap between HOMO and LUMO: 9.3 eV

Mulliken atomic charge list, values in e, 2 entries: -0.7611, -0.3352



A cluster of 6 separate species, C20H56N5O6 in total at a distorted geometry. Source: OMol25; level of theory: ωB97M-V/def2-TZVPD.

Last columns: bonded neighbours and bond lengths (Å).
Element x y z (Å)
1 O -0.38 0.26 0.37  H2 0.999
2 H -0.34 1.23 0.11  O1 0.999
3 C 3.68 1.24 1.70  C4 1.517, H9 1.126, H10 0.986, H11 1.103
4 C 2.53 2.07 2.22  C3 1.517, C5 1.519, N8 1.434, H12 1.024
5 C 2.04 3.23 1.36  C4 1.519, O6 1.362, H13 1.187, H14 1.076
6 O 3.03 4.15 1.22  C5 1.362, C7 1.467
7 C 2.80 5.11 0.13  O6 1.467, H15 0.920, H16 1.102, H17 1.195
8 N 1.43 1.21 2.54  C4 1.434, H18 0.931, H19 1.052
9 H 3.40 0.51 0.88  C3 1.126
10 H 4.23 0.80 2.39  C3 0.986
11 H 4.37 2.05 1.41  C3 1.103
12 H 2.69 2.51 3.13  C4 1.024
13 H 0.98 3.51 1.81  C5 1.187
14 H 1.94 2.65 0.46  C5 1.076
15 H 3.58 5.57 -0.05  C7 0.920
16 H 2.02 5.77 0.55  C7 1.102
17 H 2.23 4.58 -0.77  C7 1.195
18 H 0.60 1.62 2.65  N8 0.931
19 H 1.32 0.86 1.56  N8 1.052
20 C 2.06 -2.27 1.51  C21 1.530, H26 1.133, H27 1.126, H28 1.188
21 C 0.65 -2.69 1.94  C20 1.530, C22 1.510, N25 1.487, H29 1.094
22 C 0.72 -3.66 3.09  C21 1.510, O23 1.408, H30 1.129, H31 1.010
23 O 1.43 -4.81 2.72  C22 1.408, C24 1.462
24 C 1.47 -5.87 3.73  O23 1.462, H32 1.169, H33 1.078, H34 1.008
25 N -0.15 -1.56 2.49  C21 1.487, H35 1.056, H36 1.047
26 H 2.74 -3.09 1.13  C20 1.133
27 H 2.75 -1.95 2.34  C20 1.126
28 H 1.90 -1.43 0.69  C20 1.188
29 H 0.11 -3.09 1.08  C21 1.094
30 H -0.30 -3.92 3.50  C22 1.129
31 H 1.12 -3.32 3.95  C22 1.010
32 H 0.53 -6.53 3.52  C24 1.169
33 H 1.47 -5.41 4.70  C24 1.078
34 H 2.47 -6.03 3.75  C24 1.008
35 H -0.27 -1.11 1.55  N25 1.056
36 H 0.51 -0.80 2.76  N25 1.047
37 C -2.02 3.53 2.49  C38 1.570, H43 1.030, H44 1.107, H45 1.154
38 C -2.95 2.60 1.63  C37 1.570, C39 1.457, N42 1.422, H46 1.160
39 C -2.95 2.99 0.23  C38 1.457, O40 1.401, H47 1.088, H48 0.988
40 O -3.52 4.26 0.03  C39 1.401, C41 1.376
41 C -3.78 4.68 -1.25  O40 1.376, H49 1.006, H50 1.145, H51 0.991
42 N -2.75 1.20 1.84  C38 1.422, H52 1.188, H53 0.970
43 H -2.18 3.55 3.51  C37 1.030
44 H -2.41 4.54 2.25  C37 1.107
45 H -0.91 3.49 2.18  C37 1.154
46 H -3.95 2.63 2.22  C38 1.160
47 H -3.73 2.37 -0.21  C39 1.088
48 H -2.08 2.91 -0.23  C39 0.988
49 H -4.42 4.09 -1.76  C41 1.006
50 H -2.78 4.92 -1.76  C41 1.145
51 H -4.34 5.50 -1.22  C41 0.991
52 H -1.70 1.05 1.30  N42 1.188
53 H -3.30 0.70 1.21  N42 0.970
54 C -3.49 -2.88 -1.89  C55 1.617, H60 1.132, H61 0.928, H62 1.018
55 C -2.65 -1.52 -1.61  C54 1.617, C56 1.569, N59 1.490, H63 1.025
56 C -3.44 -0.23 -2.03  C55 1.569, O57 1.388, H64 1.121, H65 0.948
57 O -3.85 -0.42 -3.34  C56 1.388, C58 1.393
58 C -2.73 -0.36 -4.17  O57 1.393, H66 1.045, H67 1.027, H68 1.074
59 N -2.50 -1.50 -0.13  C55 1.490, H69 1.122, H70 1.162
60 H -4.44 -2.68 -1.31  C54 1.132
61 H -3.18 -3.72 -1.64  C54 0.928
62 H -4.01 -2.86 -2.76  C54 1.018
63 H -1.81 -1.74 -2.16  C55 1.025
64 H -2.89 0.71 -1.79  C56 1.121
65 H -4.27 -0.24 -1.58  C56 0.948
66 H -3.10 -0.68 -5.09  C58 1.045
67 H -1.96 -1.04 -4.15  C58 1.027
68 H -2.09 0.50 -4.15  C58 1.074
69 H -1.98 -2.46 0.10  N59 1.122
70 H -1.81 -0.70 0.36  N59 1.162
71 C 1.34 -0.47 -3.89  C72 1.439, H77 0.943, H78 1.043, H79 0.872
72 C 1.48 -0.77 -2.49  C71 1.439, C73 1.626, N76 1.532, H80 1.039
73 C 2.79 -1.69 -2.21  C72 1.626, O74 1.328, H81 1.120, H82 1.040
74 O 2.58 -2.92 -2.64  C73 1.328, C75 1.505
75 C 3.79 -3.77 -2.32  O74 1.505, H83 1.058, H84 1.029, H85 1.105
76 N 1.48 0.58 -1.77  C72 1.532, H86 1.033, H87 1.113
77 H 1.12 -1.32 -4.23  C71 0.943
78 H 2.19 -0.11 -4.38  C71 1.043
79 H 0.61 -0.05 -4.11  C71 0.872
80 H 0.75 -1.28 -1.96  C72 1.039
81 H 2.87 -1.66 -1.09  C73 1.120
82 H 3.54 -1.04 -2.52  C73 1.040
83 H 3.77 -4.65 -2.90  C75 1.058
84 H 3.96 -3.86 -1.31  C75 1.029
85 H 4.47 -3.07 -2.84  C75 1.105
86 H 0.60 1.13 -1.86  N76 1.033
87 H 1.27 0.36 -0.70  N76 1.113

Properties
Multiplicity: 1
ΔE to the lowest compared entry with this formula, charge and spin: 374.3 kJ/mol
Gap between HOMO and LUMO: 7.8 eV
Charge: -1

Mulliken atomic charge list, values in e, 2 entries: 0.4946, -0.3018



Values for HOMO energy, eV, ordered as above
-8.92, -8.97, -5.05